1.
38
Properties=species:S:1:pos:R:3:forces:R:3 method="wB97M-V/def2-TZVPD" de_lowest_kj_mol=1139.0 energy_ev=-27886.7935 homo_lumo_gap_ha=0.10915 lumo_energy_ev=-2.56
H 0.043 2.540 -1.006 -0.166 0.163 -0.133
C -0.136 -1.603 -2.079 0.079 -0.508 -0.016
C -2.585 -1.014 -1.937 -0.633 0.645 0.291
C 2.028 -1.388 -0.647 0.335 0.019 -0.786
C 3.250 -1.547 -1.207 -0.225 0.262 0.441
O -0.456 0.263 1.972 -0.074 0.161 0.000
N -0.702 0.733 -1.816 2.434 -0.320 0.775
H -1.048 1.994 5.237 0.003 0.008 0.054
O -4.091 -2.082 -0.409 0.418 0.724 -0.201
H 2.276 0.924 -3.021 -0.023 -0.073 -0.588
O -0.041 2.271 7.510 -0.006 0.000 0.004
C -0.188 1.541 -0.645 -0.911 0.702 0.672
O 1.968 1.972 6.520 0.023 -0.016 -0.060
H -0.534 -2.457 -2.615 -0.750 0.100 0.151
H -1.215 -0.789 -0.379 0.549 0.574 0.267
H -2.996 -0.290 -2.642 0.186 0.166 -0.138
C -1.162 -0.639 -1.451 -1.484 -1.467 -0.638
C 0.038 1.904 5.163 -0.310 -0.017 -0.277
N 1.377 1.343 -2.840 0.014 0.522 -0.243
H 3.426 -1.557 -2.276 -0.227 -1.732 -0.137
H 1.302 2.347 -2.875 -0.021 0.087 0.562
H 0.408 2.672 4.478 0.085 -0.049 -0.011
H 0.281 0.920 4.750 0.100 0.025 -0.009
C 0.392 0.522 -2.597 -0.704 -0.507 -0.527
H 1.167 -3.186 -1.406 0.147 -0.099 -0.051
H 0.738 1.106 -0.265 0.144 -0.208 -0.168
C 0.721 2.067 6.545 0.087 0.006 0.100
N 0.470 -0.763 -3.150 0.152 0.256 0.909
H 0.252 -2.375 -0.141 -0.079 -0.257 0.103
H -0.264 -0.690 -3.861 0.457 -0.414 -0.620
H 4.100 -1.692 -0.549 0.478 1.641 -0.109
C -3.564 -1.057 -0.771 -0.467 -0.626 -0.002
H -2.635 -1.992 -2.399 0.231 -0.167 -0.063
C 0.831 -2.223 -1.048 -0.017 1.765 -1.041
H 1.925 -0.613 0.105 0.137 -1.123 1.351
N -0.442 1.365 1.680 0.493 -0.317 1.278
O -1.139 1.562 0.357 -0.547 0.127 -1.237
H -3.793 -0.089 -0.287 0.089 -0.051 0.097


2.
13
Properties=species:S:1:pos:R:3:forces:R:3 method="wB97M-V/def2-TZVPD" de_lowest_kj_mol=148.2 energy_ev=-4745.5736 smiles=CCCN homo_lumo_gap_ha=0.38287 lumo_energy_ev=1.16
H 1.209 0.957 0.497 0.227 -1.345 1.960
N 1.171 -1.561 -0.859 -0.078 -0.516 0.533
C 0.026 -0.832 -0.373 -0.988 0.995 -1.223
H -1.063 0.768 1.915 -0.335 -0.644 -0.004
C -1.043 1.025 0.869 -0.666 2.326 -2.304
H 0.583 1.285 -0.754 -1.970 -0.795 -0.126
H 1.783 -0.990 -1.419 0.117 0.182 -0.094
H -0.542 -1.470 0.321 0.473 0.399 0.204
C 0.250 0.612 0.111 0.663 2.079 -0.604
H 1.681 -1.868 -0.035 0.241 -0.020 -0.376
H -1.780 0.647 0.153 -0.577 -1.258 1.070
H -1.538 2.066 0.766 2.003 -0.709 0.462
H -0.739 -0.639 -1.192 0.892 -0.694 0.503


3.
19
Properties=species:S:1:pos:R:3:forces:R:3 method="wB97M-V/def2-TZVPD" de_lowest_kj_mol=573.7 energy_ev=-9932.5090 smiles=C[C@@H]1[C@]2(C)[C@H](O)[C@@]12N homo_lumo_gap_ha=0.29889 lumo_energy_ev=0.76
H 0.178 0.710 -2.792 -0.176 -0.222 0.285
C -0.532 0.614 -0.467 1.876 2.193 -0.541
H 0.676 -2.251 1.078 -0.144 -0.184 0.008
C -0.725 -0.484 -1.529 -1.192 2.028 1.391
H 1.075 1.839 -0.835 -0.099 -0.040 -0.041
H -1.709 -0.939 -1.610 0.070 -0.074 -0.309
C 0.122 -0.733 -0.331 1.517 -1.596 0.437
H -0.994 -2.408 0.496 -0.081 0.199 -0.036
H 0.361 -2.844 -0.552 -0.045 0.117 0.081
C 0.652 0.914 1.855 0.630 0.072 0.089
H 0.427 0.704 2.906 -0.124 -0.061 -0.268
H -1.243 -0.068 1.469 -0.080 -0.354 -0.101
H 0.700 2.002 1.758 -0.010 -0.047 -0.111
C 0.025 -2.128 0.206 1.546 -0.634 0.334
N 0.070 1.837 -0.993 0.280 -0.003 -0.064
C -0.359 0.293 0.955 -3.157 -0.816 -2.154
H -0.313 2.650 -0.513 -0.021 -0.185 -0.037
O -0.073 -0.233 -2.773 -0.713 -0.395 1.241
H 1.661 0.526 1.672 -0.076 0.003 -0.202